Below is a gas-phase ion, C4H12N4 (charge +2), with properties calculated with ωB97M-V with the def2-TZVPD basis set.

Last column: Löwdin charge in e.
CARTESIAN COORDINATES (ANGSTROEM)
H  -1.11200  3.07059  0.71694  0.15
N  -0.97855  2.18565  0.18904  0.15
C  -0.02487  1.46753  0.42255  -0.20
C  0.06050  0.13191  -0.21607  -0.16
C  1.34097  -0.76589  0.10930  -0.11
N  2.59348  -0.07419  -0.29142  0.20
C  -1.43978  -0.63169  -0.06311  -0.25
N  -2.26400  0.07368  -0.75139  0.22
N  -1.58084  -1.76469  0.62819  0.25
H  0.90423  1.89949  0.73758  0.13
H  0.05668  0.29639  -1.27224  0.14
H  1.10828  -1.70071  -0.40724  0.14
H  1.32781  -0.90789  1.23243  0.16
H  3.31580  -0.68838  -0.84795  0.25
H  3.18260  0.42396  0.35734  0.17
H  2.08292  0.70608  -0.81647  0.18
H  -2.07546  1.09976  -0.60432  0.11
H  -3.25189  -0.23379  -0.76925  0.18
H  -0.80603  -2.40355  0.88139  0.16
H  -2.43986  -2.18426  0.76468  0.12

Summary:
- HOMO energy: -18.31 eV
- Total charge: +2
- E_LUMO: -7.3 eV
- SMILES string: [H]/N=C/[C@@H](C[NH3+])C(N)=[NH2+]
- DFT total energy: -10284.64408 eV
- Frontier orbital gap: 0.40381 Ha
- Energy above the lowest of the compared OMol25 structures with the same formula, charge and spin: 28.92 kcal/mol